No. 1
62
Properties=species:S:1:pos:R:3:nbo_charge:R:1 method="wB97M-V/def2-TZVPD" smiles="CCC(=O)N1CCc2cc(S(=O)(=O)NCCC(=O)N3CCN(c4ccccn4)CC3)ccc21" e_lumo_ev=0.53 homo_lumo_gap_ev=8.18 charge=0
C 4.83997 6.55668 -2.59849 -0.595
H 5.56318 7.34935 -2.77409 0.216
H 4.40492 6.26640 -3.55149 0.222
C 5.52668 5.35069 -1.95360 -0.493
C 4.52147 4.22837 -1.77509 0.698
O 4.34165 3.39977 -2.64220 -0.605
N 3.80769 4.22882 -0.60796 -0.434
C 2.79554 3.32477 -0.28873 0.163
C 2.29799 2.27658 -1.04906 -0.234
C 1.27393 1.50998 -0.51027 -0.169
C 0.77340 1.79021 0.74482 -0.360
C 1.26257 2.83844 1.50890 -0.194
C 2.27427 3.60550 0.98024 0.034
C 2.96769 4.79701 1.56768 -0.448
H 2.26350 5.61678 1.71808 0.226
H 3.41574 4.56235 2.53346 0.228
C 4.03030 5.14496 0.51107 -0.203
H 5.03923 4.99814 0.90988 0.201
H 3.93667 6.18043 0.17773 0.205
H 0.83442 3.02627 2.47959 0.243
S -0.49567 0.77351 1.47122 2.314
O -1.43547 1.58990 2.17845 -0.936
O -1.02620 -0.11441 0.46294 -0.978
N 0.40074 -0.01997 2.63592 -0.865
H -0.22921 -0.41698 3.32681 0.437
C 1.34624 -1.02260 2.19306 -0.225
C 0.72350 -2.17678 1.38834 -0.533
C -0.56655 -2.64113 2.04951 0.709
O -0.81499 -2.37729 3.21801 -0.678
N -1.42173 -3.36812 1.30184 -0.432
C -1.29158 -3.68833 -0.10300 -0.229
H -0.26067 -3.59486 -0.43443 0.214
C -2.22461 -2.78050 -0.91959 -0.243
N -3.58603 -2.95187 -0.45638 -0.415
C -4.36995 -3.89734 -1.05915 0.392
N -3.86606 -4.46418 -2.16143 -0.504
C -4.59924 -5.33132 -2.83500 0.069
C -5.87490 -5.71305 -2.46725 -0.322
C -6.40894 -5.13050 -1.32266 -0.145
C -5.66442 -4.21866 -0.60907 -0.310
H -6.08390 -3.75734 0.26989 0.212
H -7.40529 -5.38884 -0.99223 0.214
H -6.43268 -6.43160 -3.04560 0.217
H -4.12129 -5.74293 -3.71570 0.188
C -3.69904 -2.61258 0.94326 -0.223
H -4.72716 -2.69003 1.28988 0.209
H -3.36207 -1.57781 1.06523 0.223
C -2.78454 -3.52979 1.77232 -0.240
H -2.81469 -3.26114 2.82861 0.249
H -3.08726 -4.57496 1.64696 0.195
H -2.18287 -3.04162 -1.97559 0.247
H -1.94014 -1.73596 -0.76420 0.229
H -1.60558 -4.72975 -0.24026 0.206
H 0.49787 -1.82134 0.38529 0.240
H 1.43305 -3.00475 1.33113 0.235
H 1.83113 -1.41422 3.09027 0.221
H 2.09635 -0.51551 1.57894 0.209
H 0.84624 0.69125 -1.06694 0.239
H 2.69737 2.06938 -2.02696 0.263
H 5.99757 5.63329 -1.01332 0.209
H 6.29626 4.98109 -2.63300 0.237
H 4.04563 6.94815 -1.96659 0.199


No. 2
14
Properties=species:S:1:pos:R:3:nbo_charge:R:1 method="wB97M-V/def2-TZVPD" smiles="C=CO[C@H](C)O" e_lumo_ev=0.99 homo_lumo_gap_ev=10.14 charge=0
C -2.06950 -0.23522 0.18575 -0.638
C -0.55963 -0.36288 0.15754 0.365
O -0.07021 0.73092 -0.59291 -0.521
C 1.27113 0.77639 -0.84157 0.140
C 2.21981 -0.04705 -0.40319 -0.532
O -0.01465 -0.38619 1.44773 -0.717
H -2.49119 -1.07304 0.74719 0.221
H -2.48691 -0.23000 -0.82476 0.221
H -2.35057 0.69906 0.68402 0.211
H -0.23731 -1.30142 -0.31248 0.157
H 1.49126 1.62818 -1.47957 0.188
H -0.06577 0.51817 1.78834 0.471
H 3.24617 0.13553 -0.70061 0.213
H 2.02131 -0.87034 0.27200 0.219


No. 3
16
Properties=species:S:1:pos:R:3:nbo_charge:R:1 method="wB97M-V/def2-TZVPD" e_lumo_ev=-4.60 homo_lumo_gap_ev=5.65 charge=0
Al -0.54798 1.39470 -1.74728 0.905
B 1.92925 0.52263 0.12712 -0.424
H 0.91126 0.64475 0.78629 0.110
H 2.84647 0.77525 0.79800 -0.005
H 1.83302 -0.64452 -0.14954 0.126
H 1.83660 1.18699 -0.84253 -0.071
B -0.52572 -1.53855 -0.89846 -0.593
H -0.95925 -2.20205 -0.04295 0.019
H 0.02422 -0.55847 -0.38447 0.096
H 0.28321 -2.15126 -1.48205 0.027
H -1.40154 -1.17032 -1.59835 -0.004
B -1.28224 0.75943 1.07822 -0.516
H -2.15417 0.57614 0.31652 -0.003
H -0.44036 -0.17773 1.02764 0.254
H -0.68460 1.74246 0.82696 -0.032
H -1.66816 0.84056 2.18487 0.109


No. 4
17
Properties=species:S:1:pos:R:3:nbo_charge:R:1 method="wB97M-V/def2-TZVPD" e_lumo_ev=3.05 homo_lumo_gap_ev=6.32 charge=-1
N 2.79417 0.53254 -0.42133 -1.106
C 2.24764 0.22749 0.88705 -0.277
C 0.74366 0.11884 0.63205 0.166
N 0.49405 -0.87803 -0.21154 -0.519
C -0.74867 -0.76248 -0.99204 -0.358
C -1.87096 -0.07018 -0.15257 0.732
O -2.05213 -0.46617 1.01351 -0.768
O -2.38944 0.92703 -0.70167 -0.769
H 3.78535 0.32942 -0.33738 0.302
H 2.60524 -0.74235 1.27643 0.178
H 0.19162 1.69244 -0.56835 0.236
H 2.33740 0.91718 1.75475 0.124
H 0.17580 0.38486 1.51342 0.248
H 0.63455 1.23541 -0.12282 -0.030
H 1.34538 -0.72806 -0.81966 0.431
H -0.97776 -1.73778 -1.41936 0.202
H -0.59786 -0.03184 -1.80158 0.208